# 1
{"formula": "C24H27Cl7N3OPSSbSe4Ta", "method": "the ωB97M-V functional and the def2-TZVPD basis", "species": ["Ta", "Cl", "C", "C", "C", "C", "C", "Cl", "C", "S", "H", "H", "H", "Se", "Sb", "Se", "Se", "Se", "O", "P", "N", "C", "C", "C", "C", "N", "C", "C", "C", "C", "N", "C", "C", "C", "C", "H", "H", "H", "H", "H", "H", "H", "H", "H", "H", "H", "H", "H", "H", "H", "H", "H", "H", "H", "H", "H", "H", "H", "H", "Cl", "C", "C", "C", "Cl", "C", "Cl", "C", "Cl", "C", "Cl"], "coordinates": [[-0.71, 0.07, 0.10], [0.37, -2.38, 0.83], [1.78, -1.35, 1.00], [2.49, -1.40, 2.19], [3.66, -0.66, 2.29], [4.10, 0.09, 1.21], [3.36, 0.15, 0.04], [4.00, 1.08, -1.27], [2.16, -0.55, -0.12], [1.09, -0.53, -1.52], [2.13, -2.00, 3.01], [4.24, -0.68, 3.20], [5.03, 0.63, 1.27], [-0.73, 0.49, 2.51], [-3.23, 0.84, 1.31], [-2.33, 1.72, -0.98], [-2.30, -1.50, -1.39], [-4.36, 2.51, 2.48], [0.40, 1.85, 0.10], [1.01, 3.22, -0.14], [2.34, 3.26, 0.86], [3.41, 4.24, 0.65], [4.42, 3.90, 1.76], [3.60, 3.17, 2.85], [2.17, 3.13, 2.32], [1.49, 3.44, -1.68], [1.05, 2.64, -2.83], [0.52, 3.69, -3.80], [1.37, 4.94, -3.54], [2.08, 4.68, -2.20], [0.01, 4.46, 0.21], [-0.79, 5.17, -0.82], [-1.79, 5.99, -0.01], [-2.05, 5.08, 1.19], [-0.66, 4.57, 1.53], [3.04, 5.27, 0.77], [3.83, 4.13, -0.34], [4.90, 4.80, 2.14], [5.20, 3.25, 1.36], [3.65, 3.67, 3.81], [3.98, 2.16, 2.99], [1.61, 3.98, 2.73], [1.62, 2.22, 2.56], [0.31, 1.91, -2.54], [1.91, 2.11, -3.24], [-0.53, 3.89, -3.57], [0.57, 3.35, -4.84], [0.76, 5.84, -3.50], [2.11, 5.09, -4.33], [1.98, 5.50, -1.48], [3.15, 4.52, -2.36], [-1.32, 4.45, -1.46], [-0.16, 5.79, -1.45], [-2.68, 6.22, -0.58], [-1.33, 6.92, 0.32], [-2.69, 4.25, 0.89], [-2.53, 5.58, 2.03], [-0.68, 3.61, 2.04], [-0.13, 5.29, 2.16], [-0.56, -3.30, -3.46], [-1.07, -4.06, -2.00], [-1.81, -3.34, -1.05], [-2.22, -3.99, 0.10], [-3.12, -3.15, 1.31], [-1.89, -5.33, 0.34], [-2.38, -6.12, 1.78], [-1.14, -6.03, -0.61], [-0.72, -7.67, -0.34], [-0.74, -5.39, -1.78], [0.18, -6.26, -2.95]], "lowdin_charge": [0.5410, 0.7276, -0.6732, -0.1030, -0.0654, -0.1130, -0.6563, 0.7363, -0.6938, 0.5800, 0.1151, 0.1158, 0.1062, 0.0928, 0.1665, 0.0622, 0.4829, -0.1229, -0.6158, 0.5875, -0.1814, -0.2029, -0.1448, -0.1458, -0.1860, -0.1811, -0.2131, -0.1502, -0.1508, -0.1923, -0.1583, -0.1888, -0.1552, -0.1989, -0.1792, 0.1199, 0.0866, 0.1067, 0.0973, 0.1097, 0.0811, 0.1036, 0.0632, 0.0378, 0.0999, 0.0983, 0.1128, 0.0983, 0.1064, 0.1048, 0.1081, 0.0640, 0.0948, 0.1170, 0.1145, 0.0215, 0.1151, 0.0855, 0.1131, 0.6738, -0.7202, -0.7120, -0.7614, 0.6618, -0.7135, 0.6947, -0.7035, 0.6909, -0.7038, 0.6918], "e_above_lowest_kcal_mol": 8.0, "charge": 0, "lumo_energy_ev": -1.4, "homo_ev": -7.18, "gap_ev": 5.75, "total_energy_ha": -15034.3500}


# 2
{"formula": "C17H16ClN5OS2", "method": "the ωB97M-V functional and the def2-TZVPD basis", "species": ["C", "C", "C", "C", "C", "C", "C", "C", "H", "H", "H", "H", "N", "C", "N", "N", "C", "S", "C", "C", "O", "N", "C", "C", "C", "C", "N", "C", "Cl", "H", "H", "H", "H", "H", "H", "S", "H", "H", "H", "H", "H", "H"], "coordinates": [[-5.90, -0.82, 1.24], [-4.64, -0.20, 0.73], [-3.60, 0.12, 1.60], [-2.43, 0.70, 1.16], [-2.28, 0.97, -0.19], [-3.31, 0.66, -1.08], [-4.48, 0.08, -0.63], [-5.57, -0.24, -1.61], [-5.29, 0.04, -2.62], [-6.49, 0.29, -1.35], [-5.80, -1.31, -1.59], [-3.18, 0.87, -2.13], [-1.12, 1.55, -0.73], [0.01, 1.89, -0.09], [0.26, 1.81, 1.17], [1.48, 2.18, 1.50], [2.22, 2.58, 0.54], [3.82, 3.21, 0.74], [4.68, 2.42, -0.69], [5.00, 0.97, -0.36], [6.10, 0.62, -0.01], [3.92, 0.14, -0.47], [3.83, -1.20, -0.14], [4.90, -1.96, 0.34], [4.69, -3.30, 0.63], [3.44, -3.85, 0.44], [2.42, -3.14, -0.02], [2.61, -1.87, -0.29], [1.22, -1.02, -0.88], [3.22, -4.89, 0.65], [5.51, -3.90, 1.01], [5.86, -1.50, 0.48], [3.04, 0.54, -0.79], [5.60, 2.97, -0.81], [4.05, 2.53, -1.57], [1.37, 2.53, -1.04], [-1.13, 1.67, -1.73], [-1.63, 0.93, 1.84], [-3.72, -0.09, 2.65], [-5.85, -0.96, 2.32], [-6.07, -1.79, 0.77], [-6.76, -0.19, 1.02]], "lowdin_charge": [-0.0495, -0.2436, -0.0304, -0.0133, -0.2314, 0.0107, -0.2358, -0.0447, 0.0747, 0.0839, 0.0844, 0.1137, 0.0576, -0.6555, -0.0015, -0.0431, -0.9500, 0.9381, -0.3610, -0.5283, 0.0817, 0.1130, -0.2124, 0.0153, -0.0497, -0.1453, 0.0485, -0.6441, 0.7580, 0.1052, 0.1042, 0.1053, 0.0370, 0.0867, 0.0579, 0.9908, 0.1340, 0.0872, 0.1117, 0.0756, 0.0823, 0.0820], "charge": 0, "lumo_energy_ev": 0.2, "smiles": "Cc1ccc(Nc2nnc(SCC(=O)Nc3cccnc3Cl)s2)cc1C", "homo_ev": -8.04, "gap_ev": 8.20, "total_energy_ha": -2263.0231}


# 3
{"formula": "CN4S", "method": "the ωB97M-V functional and the def2-TZVPD basis", "species": ["C", "N", "N", "N", "N", "S"], "coordinates": [[0.42, 0.11, -1.07], [-0.33, -0.72, -1.38], [-1.52, -0.84, 1.26], [0.30, 0.56, 1.54], [-0.58, -0.12, 1.23], [1.70, 1.01, -1.58]], "lowdin_charge": [-1.1490, -0.0559, -0.1346, -0.0754, -0.6813, 0.0962], "e_above_lowest_kcal_mol": 42.3, "charge": -2, "lumo_energy_ev": 6.2, "homo_ev": 1.32, "gap_ev": 4.89, "total_energy_ha": -655.1991}